(1)
# C2H17N2O4

A 5-piece molecular cluster, C2H17N2O4 overall at a distorted geometry (wB97M-V/def2-TZVPD, the OMol25 dataset).

Results
Relative energy (zero: lowest compared OMol25 entry of this formula, charge and spin) (eV): 0.356
Total energy (hartree): -496.64290

The geometry in ORCA input format:
```
! wB97M-V def2-TZVPD RIJCOSX def2/J DEFGRID3
* xyz 1 1
N 1.07364 -0.28888 1.42214
C 1.57211 -0.14781 0.01506
C 0.46656 -0.47642 -0.98625
N 0.97776 -0.34256 -2.31629
H 0.47902 0.52600 1.63973
H 0.56745 -1.17537 1.56576
H 1.84375 -0.23841 2.09088
H 1.83313 0.90299 -0.12190
H 2.52506 -0.66113 -0.08894
H 0.03193 -1.45654 -0.78615
H -0.28079 0.29251 -0.79065
H 1.62618 -1.05206 -2.59255
H 0.36037 -0.13458 -3.08229
H -0.82041 -3.26592 1.91537
H -0.02278 -3.70129 0.75143
O -0.15872 -2.91711 1.30094
H -3.11785 -0.61895 -0.61694
H -3.03832 -1.28778 -1.99462
O -2.51242 -0.82211 -1.33730
H -0.64801 2.35350 2.15426
H 0.56232 3.18201 1.74005
O 0.30985 2.31027 2.05523
H -0.72716 3.58856 -0.60351
H -1.72293 2.63384 -1.05961
O -1.17974 2.79723 -0.27386
*
```



(2)
# C2H18NO12

A 9-piece molecular cluster, C2H18NO12 overall at a distorted geometry (wB97M-V/def2-TZVPD, the OMol25 dataset).

Results
Total energy (hartree): -1044.22335

The geometry in ORCA input format:
```
! wB97M-V def2-TZVPD RIJCOSX def2/J DEFGRID3
* xyz -3 1
O 2.88991 12.76623 6.80067
C 3.56468 11.55753 6.50782
C 3.37101 10.28943 7.43362
O 2.06345 10.19704 8.01602
H 4.62324 11.81705 6.52143
H 3.44904 11.30224 5.45447
H 4.26220 10.13254 8.04130
H 3.50603 9.37605 6.85431
N 5.61764 11.01275 0.25483
O 6.68013 10.49483 0.19156
O 4.67150 10.46452 0.84571
O 5.57316 12.16069 -0.19745
O 9.73783 7.64793 0.22206
H 9.49312 6.92994 -0.36177
H 9.06557 8.31396 0.07821
O 8.22106 14.85912 -2.26109
H 7.51477 14.64596 -1.65121
H 8.86192 14.15842 -2.14049
O 7.08925 15.08285 2.93055
H 6.72055 14.43290 2.33234
H 7.35843 15.80550 2.36350
O 0.72899 9.47945 -1.42185
H -0.06077 9.51170 -1.96173
H 0.93463 10.39691 -1.24236
O 9.28062 9.86423 3.79305
H 8.91516 10.46258 3.14140
H 9.00531 10.22841 4.63436
O 2.86651 14.22762 2.13449
H 3.00780 13.76605 2.96106
H 3.29812 13.68122 1.47768
O 7.20941 9.77975 -3.89739
H 7.25914 10.68462 -4.20559
H 6.92847 9.85202 -2.98520
*
```



(3)
# C2H20F6NaO16S2

C2H20F6NaO16S2 as an isolated structure at a distorted geometry (wB97M-V/def2-TZVPD, the OMol25 dataset).

Results
Total energy (hartree): -2850.15428

The geometry in ORCA input format:
```
! wB97M-V def2-TZVPD RIJCOSX def2/J DEFGRID3
* xyz -1 1
Na -0.96389 2.18974 2.55182
C -3.90917 -1.44990 0.60332
F -3.71740 -2.00954 -0.58849
F -4.03020 -2.41112 1.52142
F -2.80093 -0.75239 0.92121
S -5.41155 -0.28218 0.55653
O -5.69217 -0.06956 1.96096
O -4.84506 0.88508 -0.11992
O -6.39995 -0.98106 -0.22730
C 0.28824 -0.94954 -1.11313
F 1.35578 -1.75653 -0.98304
F 0.36837 -0.43935 -2.35071
F -0.79899 -1.64616 -0.88606
S 0.48502 0.45817 0.08580
O 1.89084 0.82293 -0.06395
O -0.41404 1.46368 -0.45401
O 0.08247 0.06613 1.42996
O 0.05042 -2.50756 2.65665
H -0.65625 -3.13964 2.48526
H -0.25667 -1.67411 2.25360
O 2.46469 -1.35978 3.22112
H 1.63384 -1.84005 3.00837
H 2.23956 -0.76172 3.93834
O -2.74757 2.34252 0.94630
H -2.41022 2.05067 0.08897
H -3.70878 2.18923 0.89305
O -0.00512 4.17253 -1.27096
H 0.40694 3.82368 -0.47769
H 0.18332 3.48905 -1.93003
O 3.08004 2.38608 -2.02582
H 2.76440 1.91234 -1.22969
H 2.29412 2.48589 -2.57741
O 2.65009 -4.20834 1.08001
H 3.32463 -3.56947 0.78938
H 1.89065 -3.66050 1.30548
O 0.18743 2.39041 -3.58683
H -0.30886 1.66350 -3.18334
H -0.48179 3.04708 -3.81768
O 2.25812 2.35695 2.55778
H 2.18215 3.23237 2.16137
H 2.23678 1.74173 1.80000
O 3.95491 -1.68514 0.91776
H 4.10975 -0.86565 0.43746
H 3.51915 -1.41393 1.75161
O 1.08215 -2.25156 -4.87116
H 0.72517 -1.36810 -4.73000
H 1.84956 -2.11686 -5.43630
*
```



(4)
# C2H22HfO10

C2H22HfO10 as an isolated structure at a distorted geometry (wB97M-V/def2-TZVPD, the OMol25 dataset).

Results
Relative energy (zero: lowest compared OMol25 entry of this formula, charge and spin) (eV): 2.788
Total energy (hartree): -889.18924

The geometry in ORCA input format:
```
! wB97M-V def2-TZVPD RIJCOSX def2/J DEFGRID3
* xyz 2 1
Hf -1.02957 -2.34060 -0.98557
C 1.38943 -0.81960 0.64943
O 0.22043 -1.06160 -0.15957
H 1.23943 -1.14360 1.66343
H 1.57343 0.26340 0.58843
H 2.26343 -1.26960 0.27943
C -1.19057 -0.76260 -3.81057
O -1.04757 -1.02860 -2.46557
H -2.19257 -0.75460 -4.17257
H -0.74157 -1.69360 -4.14857
H -0.73457 0.17340 -4.02357
O -1.27857 -1.13160 3.79443
H -2.24957 -1.16260 3.87043
H -1.04157 -0.49260 3.14943
O 0.81943 -2.88460 -2.01557
H 1.07943 -2.25160 -2.77557
H 1.21043 -3.73160 -2.12757
O 2.03443 3.11640 1.26643
H 2.30243 4.04540 1.03943
H 1.77343 3.12740 2.20343
O -0.39757 0.95640 2.31043
H 0.47043 0.65840 2.01843
H -0.24257 1.77340 2.79843
O -2.00757 0.62740 -0.38857
H -1.18457 1.06640 -0.22457
H -2.29557 1.15440 -1.09257
O -0.44257 2.78840 0.26543
H 0.48343 2.86440 0.58043
H -0.86557 2.34240 1.02643
O 2.63943 1.04540 -1.42657
H 2.40643 0.36040 -0.82057
H 3.01443 1.71140 -0.84057
O -1.84957 -2.02560 0.98243
H -1.95857 -2.38060 1.87243
H -2.16957 -1.13960 1.11943
*
```



(5)
# C2H22O9

A 9-piece molecular cluster, C2H22O9 overall (wB97M-V/def2-TZVPD, the OMol25 dataset).

Results
Relative energy (zero: lowest compared OMol25 entry of this formula, charge and spin) (eV): 1.296
SMILES: CO.CO.O.O.O.O.O.O.O
Total energy (hartree): -766.50797

The geometry in ORCA input format:
```
! wB97M-V def2-TZVPD RIJCOSX def2/J DEFGRID3
* xyz 0 1
C 0.96308 -0.80721 0.45179
O 2.10843 -0.33649 -0.22519
H 0.92696 -1.89279 0.36034
H 0.98050 -0.64065 1.53645
H 0.05448 -0.39270 0.01265
H 2.26442 0.57766 0.03439
C -2.30554 0.34392 -3.83119
O -3.18978 0.85622 -2.82900
H -2.82405 -0.35936 -4.48136
H -1.95560 1.16252 -4.46308
H -1.45733 -0.09932 -3.31699
H -4.09150 0.60611 -3.03816
O 4.09989 -0.41876 2.35935
H 3.37845 -0.97836 2.04832
H 4.61985 -0.25953 1.56506
O -0.99047 -3.08876 2.03853
H -0.32343 -3.76605 1.88838
H -1.30871 -2.86660 1.15139
O -0.43628 -1.01438 4.94400
H -0.12933 -1.92069 4.83795
H -0.03474 -0.53988 4.20951
O -2.26430 2.20297 -0.52425
H -1.31674 2.25030 -0.71692
H -2.62804 1.61006 -1.20993
O -1.54267 -2.78797 -0.90638
H -1.18621 -2.70163 -1.79669
H -2.47385 -2.54900 -0.98506
O 0.43674 3.28138 -0.84095
H 1.28077 3.11577 -0.38512
H -0.05250 3.87624 -0.26007
O 2.83087 2.55852 0.54577
H 2.82400 2.63570 1.50880
H 3.74265 2.34275 0.31767
*
```



(6)
# C2H24N4O10

A 10-piece molecular cluster, C2H24N4O10 overall (wB97M-V/def2-TZVPD, the OMol25 dataset).

Results
Relative energy (zero: lowest compared OMol25 entry of this formula, charge and spin) (eV): 0.334
SMILES: NC(N)=O.NC(N)=O.O.O.O.O.O.O.O.O
Total energy (hartree): -1062.08617

The geometry in ORCA input format:
```
! wB97M-V def2-TZVPD RIJCOSX def2/J DEFGRID3
* xyz 0 1
N -4.33390 -1.69690 1.47636
C -3.10990 -1.71519 0.87009
N -2.52108 -2.93887 0.81799
O -2.60092 -0.72916 0.35029
H -4.92050 -0.88848 1.38174
H -4.54227 -2.33282 2.22456
H -1.66026 -3.02278 0.30973
H -2.98311 -3.72901 1.22607
N 3.27015 0.44937 0.05008
C 4.03636 1.21182 0.88812
N 3.32634 1.98352 1.75130
O 5.25512 1.23354 0.82417
H 2.27146 0.46049 -0.11687
H 3.81458 -0.19475 -0.49429
H 2.32647 1.94617 1.66973
H 3.77733 2.68400 2.30509
O 2.50860 -1.65170 -2.84292
H 2.09729 -2.05327 -2.06943
H 3.44444 -1.59651 -2.62886
O 0.38994 -0.15893 -0.45008
H -0.06282 0.27774 0.28670
H 0.31452 -1.10497 -0.26294
O -2.20554 1.94253 -1.07741
H -2.66153 1.33907 -1.67275
H -2.42662 1.62357 -0.19788
O -2.34738 -1.09112 -2.34679
H -2.28304 -0.79732 -1.41733
H -3.28807 -1.08901 -2.54436
O -0.07846 3.86300 0.25784
H 0.23235 3.11292 0.78290
H 0.12305 4.63798 0.79193
O 0.40103 2.08508 -2.29957
H 1.25748 2.50698 -2.18791
H 0.52197 1.18433 -1.97329
O 0.79695 -3.04429 -0.22159
H 0.44765 -3.93291 -0.34527
H 1.51186 -3.14993 0.41665
O 0.16659 1.58912 1.84696
H -0.67879 1.91585 2.17922
H 0.41264 0.87083 2.44203
*
```